No. 1
# C2H5ClS2

An isolated molecule of C2H5ClS2 (ωB97M-V/def2-TZVPD, OMol25).

XYZ file:
```
10
Properties=species:S:1:pos:R:3:forces:R:3:mulliken_charge:R:1
C 0.85230 -0.06792 -0.54933 -3.160 -1.147 0.047 -0.730
C -0.80342 -0.05539 -0.23949 2.469 0.679 -3.398 -0.179
S -1.31106 -1.65049 0.41725 0.777 0.433 0.248 -0.147
S -1.19970 1.27704 0.86274 -0.855 0.700 1.066 -0.152
Cl 1.78874 -0.31454 0.86992 0.844 -0.836 1.416 -0.138
H 1.07631 -0.80380 -1.32389 -0.077 0.028 0.258 0.341
H 1.19314 0.87694 -0.79481 -0.008 1.952 -1.325 0.390
H -1.25666 0.18715 -1.30193 0.691 -0.882 2.140 0.328
H -0.21124 -1.53527 1.23617 -0.831 -0.620 -0.079 0.175
H -0.12841 2.08628 0.82338 0.151 -0.306 -0.373 0.111
```
Positions in Å, forces in eV/Å.

The value obtained for the electronic energy is -36347.0929 eV. As for the LUMO energy: 0.73 eV. As for the relative energy (zero: lowest compared OMol25 entry of this formula, charge and spin): 113.30 kJ/mol. For the highest occupied orbital energy, the calculation gives -9.1 eV. Its SMILES is SC(S)CCl.

---

No. 2
# C19H20CaF6NO6PS4Se2

A structure of composition C19H20CaF6NO6PS4Se2 (ωB97M-V/def2-TZVPD, OMol25).

XYZ file:
```
60
Properties=species:S:1:pos:R:3:forces:R:3:mulliken_charge:R:1
Ca 0.47953 1.41942 -1.77244 -3.109 -3.731 1.606 0.965
F 4.71350 1.70401 -3.79325 0.238 -0.034 -0.106 -0.223
C 4.75833 2.24403 -2.57773 -0.457 -0.088 -0.163 0.525
F 5.01119 3.53961 -2.68566 0.281 0.214 -0.114 -0.219
F 5.70815 1.65503 -1.86866 0.587 -0.064 0.101 -0.212
S 3.17793 1.99083 -1.71568 0.955 0.379 0.239 1.171
O 3.11041 0.57748 -1.47036 -0.335 0.613 -0.389 -0.501
O 3.19255 2.89325 -0.59708 0.054 -0.229 -0.189 -0.587
N 2.13117 2.45058 -2.86430 0.922 0.936 0.331 -0.882
S 1.38260 3.85426 -2.52694 0.703 1.223 -0.183 1.169
O 2.22913 5.00730 -2.54217 -0.109 0.001 0.274 -0.627
O 0.43926 3.66443 -1.43015 0.619 0.690 -0.880 -0.542
C 0.38538 4.02039 -4.08933 0.685 -0.158 0.424 0.664
F 0.13285 2.85080 -4.62704 -0.298 -0.158 -0.236 -0.171
F -0.71315 4.66375 -3.77015 -0.492 0.209 -0.197 -0.212
F 1.10037 4.74803 -4.94947 -0.101 0.094 -0.242 -0.236
O -1.79200 -0.99443 -4.57097 -0.259 -0.232 0.136 -0.432
C -2.49831 -1.81101 -3.65856 0.005 0.231 -0.202 -1.453
C -2.54407 -1.40225 -2.17703 0.087 0.272 0.020 2.179
C -3.60985 -2.36009 -1.59123 0.129 -0.062 0.625 -1.152
O -3.52914 -2.59162 -0.17745 -0.245 -0.146 -0.816 -0.568
C -3.06497 0.02043 -1.88160 0.173 -0.091 -0.087 -1.328
Se -2.17610 1.64541 -2.54198 -0.131 0.279 -0.299 -0.452
C -1.21415 -1.67577 -1.45732 0.101 0.063 -0.221 0.232
Se 0.51513 -1.36840 -2.37855 0.087 -0.134 -0.132 -0.749
H -0.89221 -0.90281 -4.20395 -0.016 0.060 0.072 0.338
H -2.09469 -2.83359 -3.66901 0.014 -0.088 -0.086 0.334
H -3.52969 -1.85494 -4.03036 -0.002 -0.028 -0.048 0.343
H -3.50767 -3.34273 -2.06366 0.041 -0.047 0.103 0.508
H -4.60079 -1.96958 -1.85296 -0.067 -0.022 -0.013 0.288
H -3.40107 -1.74961 0.29005 0.137 -0.036 -0.040 0.173
H -3.07585 0.14904 -0.79694 -0.141 -0.094 0.020 0.246
H -4.08983 0.10152 -2.24395 -0.066 -0.033 -0.019 0.410
H -1.18070 -2.71472 -1.14492 -0.003 -0.123 0.055 0.482
H -1.17492 -1.06759 -0.56193 -0.106 0.002 0.256 -1.064
S -2.70462 -0.71848 2.12968 0.124 0.279 0.351 -0.545
P -0.83297 -0.06062 2.16100 0.070 -0.018 -0.019 1.487
S -0.26978 1.46553 1.00750 0.000 0.203 0.238 -0.550
C -0.43745 0.37226 3.91434 -0.093 0.041 0.123 0.248
C -0.69312 -0.58226 4.90241 0.059 0.013 0.041 -0.563
C -0.43133 -0.30867 6.23806 0.024 0.084 -0.120 -0.646
C 0.08300 0.93285 6.60851 -0.016 -0.030 -0.097 -0.343
C 0.33107 1.88948 5.63365 -0.042 -0.092 -0.109 -0.554
C 0.07170 1.61067 4.29009 0.040 -0.083 0.057 -0.329
C 0.34183 -1.43474 1.89283 0.171 -0.130 0.015 0.266
C -0.09884 -2.72059 1.61206 0.170 -0.136 0.016 -0.278
C 0.82491 -3.75052 1.43197 -0.034 0.139 0.044 -0.466
C 2.18539 -3.49612 1.53370 -0.092 0.024 -0.005 -0.405
C 2.63037 -2.20652 1.80783 -0.106 0.075 0.031 -0.610
C 1.71269 -1.18010 1.98208 0.004 -0.124 -0.021 -0.570
H -1.10687 -1.54292 4.61006 0.010 0.080 0.029 0.315
H -0.63227 -1.06040 6.99293 0.006 0.002 -0.015 0.351
H 0.28964 1.14881 7.65266 -0.022 -0.010 -0.071 0.335
H 0.73201 2.85746 5.91480 -0.022 -0.025 -0.027 0.363
H 0.26654 2.34689 3.51756 -0.009 -0.027 0.035 0.320
H -1.16203 -2.90675 1.52097 -0.030 0.007 -0.007 0.346
H 0.47319 -4.75163 1.20813 0.010 0.046 -0.035 0.381
H 2.90235 -4.29642 1.38258 -0.035 0.030 0.001 0.340
H 3.69356 -1.99949 1.87283 -0.066 0.006 -0.023 0.355
H 2.05275 -0.16822 2.17450 -0.002 -0.023 -0.032 0.337
```
Positions in Å, forces in eV/Å.

The value obtained for the electronic energy is -251873.8764 eV. As for the LUMO energy: 4.24 eV. The net charge is -2. As for the relative energy (zero: lowest compared OMol25 entry of this formula, charge and spin): 207.75 kJ/mol. For the highest occupied orbital energy, the calculation gives -1.1 eV.

---

No. 3
# C41H27Br4ClN2O4PSn

A structure of composition C41H27Br4ClN2O4PSn (ωB97M-V/def2-TZVPD, OMol25).

XYZ file:
```
81
Properties=species:S:1:pos:R:3:forces:R:3:mulliken_charge:R:1
Sn 0.23871 -0.18282 1.26459 2.847 -0.050 -1.212 1.661
C -2.73508 -1.42593 1.51153 -2.002 -0.343 -1.121 -1.271
O -1.44823 -1.49273 0.90199 -1.267 -0.928 -0.242 0.853
C -1.29966 -2.39843 -0.11842 0.420 -1.163 -1.210 0.029
C -2.37906 -3.00482 -0.75097 -0.101 0.203 0.217 -0.484
C -2.17823 -3.96160 -1.73233 0.079 -0.068 -0.063 -1.038
C -0.89193 -4.32657 -2.09787 -0.101 0.001 -0.014 -0.831
C 0.18763 -3.70987 -1.50094 -0.177 0.211 0.064 -0.500
C 0.00896 -2.73592 -0.51282 -0.004 -0.752 -0.978 0.525
N 1.09375 -2.09417 0.08722 -0.943 1.274 1.544 1.140
N 2.24470 -2.56291 -0.11050 0.282 -1.814 -1.471 -1.011
C 3.39365 -2.21360 0.45984 -0.354 1.058 0.398 -0.222
C 3.36372 -1.34191 1.58395 0.120 -0.350 -0.930 0.702
O 2.22902 -0.99849 2.02393 -0.197 1.220 1.461 -0.667
C 4.60847 -0.88999 2.11820 0.034 0.113 0.605 -0.826
C 5.78877 -1.30114 1.59536 -0.297 0.069 0.059 -0.948
C 5.85345 -2.20023 0.48342 -0.213 -0.174 -0.165 0.906
C 7.08416 -2.60572 -0.06011 -0.016 -0.030 -0.050 -0.894
C 7.12883 -3.47442 -1.12316 0.040 0.019 0.001 -0.543
C 5.93764 -3.98411 -1.65332 -0.017 0.067 0.076 -0.721
C 4.72088 -3.59643 -1.14110 0.092 -0.064 -0.050 -0.382
C 4.64946 -2.68246 -0.07906 0.144 -0.286 -0.109 0.542
H -3.45982 -0.95387 0.84447 0.066 -0.301 -0.213 0.489
H -3.07350 -2.42250 1.80049 0.103 0.005 -0.090 0.542
H -2.61095 -0.82315 2.40595 -1.751 -0.619 -1.435 -0.040
H -3.39190 -2.73770 -0.48608 0.023 0.003 0.026 0.423
H -3.03030 -4.42364 -2.21059 -0.051 0.012 0.033 0.468
H -0.73197 -5.08896 -2.84716 -0.006 0.015 -0.054 0.438
H 1.19556 -3.95250 -1.80100 0.048 -0.004 0.100 0.481
H 4.54858 -0.20419 2.95422 0.145 -0.012 0.027 0.464
H 6.71762 -0.94917 2.02765 0.029 0.049 -0.044 0.384
H 8.00123 -2.22127 0.36837 0.006 0.024 0.024 0.397
H 8.07784 -3.76791 -1.55057 0.019 -0.022 0.037 0.395
H 5.97699 -4.69129 -2.47118 -0.017 -0.007 -0.011 0.410
H 3.81091 -4.01398 -1.54420 -0.089 0.075 -0.036 0.386
Cl 2.16793 0.80340 -1.03885 0.364 0.026 -0.132 -0.011
C 1.49858 1.88140 -2.22982 -0.387 0.131 -0.104 0.844
C 2.37008 2.59689 -3.03376 0.073 -0.014 0.047 -0.715
C 1.85639 3.48828 -3.96078 0.042 -0.004 0.034 -0.497
C 0.48643 3.65520 -4.08442 -0.070 0.033 -0.066 -0.875
C -0.37689 2.91969 -3.29076 0.102 -0.021 0.032 -0.324
C 0.11221 2.01978 -2.34483 0.132 -0.203 0.162 -0.769
P -1.01206 1.02233 -1.28171 -0.052 0.434 -0.508 1.534
C -2.50053 0.91215 -2.33485 0.056 -0.050 0.202 0.193
C -3.51441 1.86815 -2.34016 -0.033 -0.116 -0.035 -0.207
C -4.61040 1.70623 -3.17373 -0.035 0.055 0.019 -0.704
C -4.69825 0.59758 -4.00322 -0.007 -0.011 -0.034 -0.582
C -3.69313 -0.35872 -3.99793 -0.004 0.000 -0.044 -0.701
C -2.59854 -0.20569 -3.16191 0.008 0.027 0.052 -0.521
C -1.51734 2.26322 -0.02548 -0.044 -0.155 -0.014 0.097
C -0.83679 3.45572 0.20710 -0.139 -0.086 -0.040 -0.904
C -1.24244 4.29615 1.23555 0.015 -0.006 0.092 -0.837
C -2.31171 3.94908 2.04580 0.009 0.082 0.016 -0.631
C -2.98701 2.75488 1.82939 -0.029 -0.090 0.051 -0.967
C -2.58640 1.91173 0.80607 0.098 0.063 -0.077 0.164
H 3.43748 2.45888 -2.93428 0.006 -0.016 0.047 0.492
H 2.53544 4.05531 -4.58173 0.008 0.006 -0.039 0.391
H 0.08737 4.35384 -4.80632 -0.007 0.016 -0.022 0.435
H -1.44533 3.04293 -3.40381 -0.012 -0.002 -0.021 0.436
H -3.44952 2.73092 -1.68993 -0.026 0.031 -0.024 0.465
H -5.39784 2.44809 -3.17562 -0.010 0.014 -0.013 0.430
H -5.55185 0.47982 -4.65668 -0.026 -0.012 0.000 0.408
H -3.76626 -1.22418 -4.64238 0.014 -0.020 -0.012 0.457
H -1.81331 -0.95382 -3.14597 -0.017 -0.037 -0.001 0.414
H -0.00778 3.73957 -0.42854 0.017 0.005 0.012 0.436
H -0.72071 5.22753 1.40772 0.032 0.022 -0.014 0.450
H -2.62388 4.61470 2.83919 -0.024 0.019 0.022 0.458
H -3.83428 2.48806 2.44916 -0.056 0.010 0.013 0.466
H -3.12202 0.98470 0.62354 0.015 0.199 -0.009 0.574
Br -1.67064 3.25957 7.52208 -0.063 -0.159 -0.124 -0.068
C -1.54564 2.04566 6.10839 0.847 0.944 -0.546 0.349
C -2.23876 0.77415 6.19770 -0.411 -1.162 -0.478 0.396
Br -3.22737 0.36048 7.72304 0.157 0.133 -0.192 -0.055
C -2.17743 -0.12230 5.16426 -0.650 -0.250 1.319 -0.132
Br -3.06257 -1.77697 5.21607 0.057 0.078 -0.059 -0.033
C -1.41208 0.14098 3.99235 0.183 -0.697 -0.497 0.123
O -1.34772 -0.65120 3.04611 3.101 1.565 4.120 -0.301
C -0.65113 1.43119 3.92026 0.940 0.684 -1.538 0.407
O 0.06007 1.64911 2.94525 -0.783 0.353 1.775 -0.540
C -0.79366 2.35133 5.00996 -0.260 1.024 1.497 -0.276
Br 0.10380 3.98861 4.83866 -0.025 -0.273 -0.045 -0.027
```
Positions in Å, forces in eV/Å.

The value obtained for the electronic energy is -361928.5947 eV. As for the LUMO energy: -5.96 eV. The net charge is +1. As for the relative energy (zero: lowest compared OMol25 entry of this formula, charge and spin): 305.75 kJ/mol. For the highest occupied orbital energy, the calculation gives -9.4 eV.